Record 1
The following is a quantum chemistry calculation of a 2-piece molecular cluster, C3O2 overall, from OMol25.

Element x y z (Å)
O: -2.3302 0.6056 -0.0475
O: 1.0182 0.5434 0.0402
C: 1.5060 -0.4784 0.2114
C: 2.0075 -1.7172 0.0489
C: -1.5234 -0.1001 -0.3945

Force components x, y, z for each atom (eV/Å):
O 0.237 -0.146 -0.086
O -0.363 1.773 0.372
C 0.443 -1.211 -0.711
C 0.282 -0.466 0.412
C -0.599 0.049 0.013

Results
frontier orbital gap (alpha / beta) = 7.8818 / 7.8455 eV
LUMO level (alpha / beta) = -2.57 / -2.58 eV
HOMO energy (alpha / beta) = -10.45 / -10.43 eV
total charge = 0
energy above the lowest of the compared OMol25 structures with the same formula, charge and spin = 93.1 kcal/mol

---

Record 2
The following is a quantum chemistry calculation of one molecule with the formula C8H9ClN2, from OMol25.

Element x y z (Å)
Cl: 2.2226 0.0300 -1.5074
N: -0.2788 -0.9509 -1.6508
N: 0.6496 -2.2447 3.2460
C: -1.3410 1.5083 0.6297
C: 0.4560 0.1224 -0.9408
C: 0.5180 -2.0355 2.1160
C: -0.6952 0.5577 1.2355
C: 0.3963 -0.2284 0.6094
C: 0.4292 -1.7319 0.7565
C: 0.0492 1.4663 -1.3488
C: -0.8483 2.1113 -0.5777
H: -0.7060 -0.4563 -2.3806
H: 0.3807 -1.5914 -2.0408
H: -1.0875 3.1597 -0.7918
H: -2.0680 2.0482 1.1310
H: -0.9489 0.3252 2.2618
H: 1.3109 0.2810 1.0043
H: 0.5620 1.7370 -2.1931
H: -0.4168 -2.0017 0.1952
H: 1.4159 -2.1064 0.2464

Force components x, y, z for each atom (eV/Å):
Cl 0.128 -0.238 0.372
N 0.433 1.246 1.087
N -0.179 0.224 -1.017
C 0.382 1.169 -0.669
C 0.411 -2.814 0.861
C -0.036 -1.270 3.221
C -0.148 -2.304 1.150
C 2.054 2.929 -1.691
C 2.824 1.080 -1.794
C -1.994 -0.071 2.657
C 1.218 0.416 -1.964
H -0.978 0.240 -1.601
H 0.272 -0.533 -0.290
H -0.231 -0.524 -0.035
H -1.424 0.829 1.043
H -0.080 -0.246 0.065
H -0.257 -0.774 0.066
H 0.623 1.511 -1.974
H -1.134 -1.384 -0.226
H -1.883 0.515 0.737

Results
structure (SMILES) = N#CC[C@@H]1C=CC=C[C@@]1(N)Cl
frontier orbital gap = 9.4021 eV
LUMO level = 0.20 eV
HOMO energy = -9.20 eV
total charge = 0
energy above the lowest of the compared OMol25 structures with the same formula, charge and spin = 0.0 kcal/mol

---

Record 3
The following is a quantum chemistry calculation of one molecule with the formula C8H14B2, from OMol25.

Element x y z (Å)
C: 1.4194 2.3911 -0.2625
C: -0.2375 -1.5837 0.0516
C: 0.1544 -1.0295 1.2258
C: 0.6528 1.2973 -0.1258
C: -1.6538 0.5785 -0.4243
C: -0.4933 0.2792 1.7180
C: -1.3644 -0.8421 -0.6706
C: -0.6988 1.3026 0.4895
B: 0.6635 -2.6537 -0.5802
B: 1.3314 -0.0616 -0.5529
H: 0.9079 -2.5803 -1.7191
H: -1.6844 1.1363 -1.4101
H: -2.6635 0.7286 -0.1602
H: 0.9503 -1.4939 1.8659
H: -1.5707 0.2362 2.1461
H: 0.1513 0.9301 2.3266
H: 1.1510 3.3805 0.1466
H: -0.9807 -1.0172 -1.7835
H: 1.2844 -0.3898 -1.6732
H: -2.3209 -1.4779 -0.6977
H: -0.9047 2.3167 0.8928
H: 2.3486 -0.3709 -0.0238
H: 2.3453 2.4535 -0.7624
H: 1.2123 -3.5304 -0.0168

Force components x, y, z for each atom (eV/Å):
C -1.584 0.719 0.913
C -0.521 1.386 0.622
C -0.058 0.626 1.446
C 1.522 0.915 -0.609
C -0.298 3.138 -1.998
C -1.240 1.670 -0.315
C 0.453 -3.989 -3.859
C 1.249 -1.773 1.300
B 0.077 -0.252 -0.310
B 0.242 0.322 0.442
H -0.264 -0.162 -0.646
H 0.413 -0.644 0.727
H -1.254 -0.062 1.107
H -0.760 0.508 -0.775
H 1.941 -0.618 -0.204
H -0.100 -1.083 0.627
H -0.421 -0.456 -0.295
H -1.064 0.686 1.896
H -0.393 -0.387 -0.526
H 1.314 0.813 0.468
H -0.610 -0.725 -0.483
H 0.144 -0.060 0.258
H 1.146 -0.567 -0.385
H 0.064 -0.002 0.598

Results
structure (SMILES) = BC(=C)[C@@H]1CC=C(B)CC1
frontier orbital gap = 8.6073 eV
LUMO level = -0.16 eV
HOMO energy = -8.77 eV
total charge = 0
energy above the lowest of the compared OMol25 structures with the same formula, charge and spin = 38.0 kcal/mol

---

Record 4
The following is a quantum chemistry calculation of an isolated ion of composition C2H3O3S2 and charge -1, from OMol25.

Element x y z (Å)
S: -0.6621 -1.4545 -0.1193
S: -1.8956 0.2813 -0.0192
O: -1.3692 1.1306 -1.0732
O: -1.6755 0.7904 1.3273
O: -3.2255 -0.2472 -0.2541
C: 2.1086 -0.2633 -0.2484
C: 0.9414 -0.2040 0.3310
H: 2.8664 0.4649 0.0105
H: 2.3750 -1.0027 -0.9823
H: 0.5365 0.5045 1.0278

Force components x, y, z for each atom (eV/Å):
S 2.761 1.881 0.709
S -0.396 0.243 -0.090
O -0.123 0.025 0.166
O -0.019 0.042 -0.112
O 0.093 -0.103 -0.022
C 0.501 -0.033 -0.028
C -2.997 -2.181 -0.743
H 0.078 0.088 0.050
H -0.046 -0.185 -0.172
H 0.147 0.224 0.243

Results
structure (SMILES) = C=CSS(=O)(=O)[O-]
frontier orbital gap = 8.4190 eV
LUMO level = 3.54 eV
HOMO energy = -4.88 eV
total charge = -1
energy above the lowest of the compared OMol25 structures with the same formula, charge and spin = 35.4 kcal/mol

---

Record 5
The following is a quantum chemistry calculation of C26H58N6Si4SnTe as an isolated structure, from OMol25.

Element x y z (Å)
Te: 1.7134 -1.7628 -0.2605
Sn: 0.5875 1.6876 0.0154
Si: -0.7425 -4.8431 -1.4890
Si: 0.6103 -3.8837 0.2454
Si: 3.7795 -3.5554 -1.0532
Si: 0.8033 -4.7307 2.4811
N: -3.7387 2.7065 0.0118
N: -6.1695 3.4077 0.0231
N: 0.7201 3.9756 -0.0234
N: 2.8951 1.9270 0.0267
N: 1.1394 2.4106 -2.2328
N: 1.1171 2.5031 2.2567
C: -0.7877 -4.1071 3.2442
C: -6.0954 1.9140 -0.1241
C: 0.7843 3.9280 2.4320
C: 0.5774 4.6614 1.1251
C: -0.5493 -3.8227 -3.0387
C: 0.8337 3.8338 -2.4720
C: 3.1876 -5.2222 -0.4819
C: -4.5970 1.5226 -0.0958
C: 0.2716 6.0094 1.1294
C: 0.5856 4.6144 -1.1999
C: 0.2681 5.9578 -1.2623
C: 2.5537 2.1742 2.4408
C: 5.0955 -2.7584 -0.0305
C: 2.5707 2.0518 -2.4016
C: 3.3565 2.6445 1.2478
C: 3.3802 2.5628 -1.2293
C: 2.3201 -3.9623 3.2508
C: -0.2396 -6.6230 -1.7199
C: -4.0052 3.5982 -1.1204
C: -5.4792 4.0751 -1.1313
C: -5.5384 3.8309 1.3184
C: -2.4553 -4.6958 -0.7484
C: 0.8585 -6.5883 2.3815
C: -4.0478 3.4129 1.2585
C: 3.6951 -3.1859 -2.8642
C: 0.1075 6.6662 -0.0808
H: 2.2646 -4.0758 4.3361
H: -3.4115 4.2953 1.3264
H: 3.2233 3.7127 1.0731
H: -0.5548 -2.7512 -2.8340
H: -6.0127 3.7904 -2.0361
H: 4.4212 2.4742 1.4143
H: -1.0074 -7.1052 -2.3321
H: 3.0800 -5.2678 0.6030
H: -6.5864 1.6588 -1.0613
H: 5.2460 -1.7179 -0.3162
H: -6.0873 3.3398 2.1194
H: 2.6256 0.9601 -2.4376
H: -6.6649 1.4798 0.6952
H: 0.1693 6.4460 -2.2232
H: 2.2725 -5.5524 -0.9827
H: -0.8743 -3.0197 3.2056
H: 3.2842 0.9842 0.0664
H: -2.7009 -3.6827 -0.4250
H: -5.5827 5.1495 -0.9920
H: -5.6777 4.9061 1.4119
H: 0.6142 1.8521 -2.8981
H: 1.6545 4.3067 -3.0192
H: 1.5686 4.4350 3.0021
H: 2.9469 2.6010 3.3657
H: -0.1271 7.7225 -0.1030
H: 6.0440 -3.2832 -0.1902
H: -3.7821 3.0663 -2.0446
H: 4.6731 -3.3719 -3.3201
H: 0.1805 6.5395 2.0686
H: 2.6276 1.0866 2.5244
H: -3.8151 2.7615 2.0998
H: -0.1252 4.0128 3.0282
H: -7.1502 3.6900 0.0272
H: 4.8587 -2.8220 1.0312
H: 2.4012 -2.8977 3.0246
H: 0.6016 1.9660 2.9464
H: -0.8047 -4.4011 4.2969
H: -1.6681 -4.5463 2.7723
H: 2.9684 2.4325 -3.3445
H: 4.4402 2.3535 -1.3811
H: -4.3979 0.8694 0.7524
H: -1.3775 -4.0474 -3.7150
H: -2.5905 -5.3702 0.0988
H: -3.1817 -4.9859 -1.5119
H: 3.9505 -5.9657 -0.7440
H: 0.7051 -6.7371 -2.2533
H: -4.3373 0.9820 -1.0046
H: 2.9702 -3.8239 -3.3699
H: 3.2382 -4.4576 2.9289
H: 0.3730 -4.0639 -3.5694
H: 1.7647 -6.9722 1.9115
H: -3.3390 4.4584 -1.0550
H: -0.0051 -7.0006 1.8573
H: -0.0431 3.9139 -3.1153
H: 3.2783 3.6427 -1.1146
H: -0.1820 -7.1778 -0.7825
H: 0.8354 -6.9831 3.4012
H: 3.4395 -2.1437 -3.0412

Force components x, y, z for each atom (eV/Å):
Te 0.206 -0.361 -0.043
Sn -0.044 0.290 0.048
Si -0.112 -0.034 -0.142
Si 0.053 -0.153 -0.046
Si -0.778 0.772 0.261
Si -0.024 0.021 0.131
N -0.244 0.140 0.007
N 0.012 -0.006 0.001
N -0.294 0.027 -0.007
N 0.118 0.005 0.005
N 0.166 -0.064 -0.106
N 0.194 -0.062 0.072
C 0.037 0.006 -0.058
C -0.027 0.024 0.000
C 0.005 -0.022 0.003
C 0.043 -0.010 0.016
C 0.052 -0.020 0.061
C 0.004 -0.029 0.011
C 0.271 0.002 -0.097
C -0.005 -0.023 -0.001
C 0.069 0.012 0.002
C 0.059 -0.014 -0.021
C 0.065 0.019 0.003
C -0.002 -0.017 -0.013
C 0.207 -0.338 -0.176
C -0.007 -0.021 0.024
C -0.015 -0.035 -0.026
C -0.009 -0.047 0.023
C -0.017 -0.052 -0.058
C 0.008 0.049 0.031
C -0.018 0.000 -0.029
C -0.029 0.000 0.009
C -0.029 -0.001 -0.014
C 0.079 0.008 0.065
C 0.003 0.043 -0.024
C -0.019 -0.006 0.026
C 0.348 -0.273 0.030
C -0.002 -0.019 -0.002
H -0.006 -0.001 0.007
H 0.001 -0.002 0.002
H -0.005 0.007 0.035
H -0.032 0.005 -0.002
H 0.014 0.002 -0.007
H -0.001 -0.013 -0.013
H -0.006 -0.001 -0.001
H 0.016 -0.009 0.011
H 0.010 -0.007 -0.001
H -0.018 0.015 0.002
H 0.013 -0.002 0.006
H 0.011 0.003 -0.043
H 0.005 -0.008 -0.001
H 0.017 0.011 0.000
H -0.003 -0.016 -0.004
H 0.000 0.004 0.012
H -0.083 -0.034 0.003
H -0.015 0.011 -0.021
H 0.008 -0.002 0.000
H 0.008 -0.002 0.003
H -0.073 -0.003 0.060
H -0.017 0.037 0.004
H -0.012 0.029 -0.011
H -0.003 0.058 -0.025
H -0.004 0.002 -0.001
H 0.017 0.025 0.016
H 0.011 0.000 0.005
H -0.015 -0.037 -0.025
H 0.000 0.008 -0.001
H 0.020 0.004 0.049
H 0.011 0.003 -0.004
H -0.002 -0.025 -0.005
H -0.001 -0.005 0.001
H -0.028 0.034 0.002
H -0.014 0.007 0.016
H -0.083 -0.001 -0.063
H 0.007 -0.006 0.007
H -0.006 0.004 -0.006
H 0.006 0.054 0.024
H 0.001 0.005 0.015
H 0.008 -0.003 -0.003
H -0.006 -0.002 -0.005
H 0.004 0.002 0.011
H -0.004 -0.003 -0.007
H -0.019 -0.028 -0.006
H 0.009 0.011 0.007
H 0.004 -0.005 0.005
H -0.046 0.038 0.009
H 0.004 0.008 -0.015
H 0.019 0.006 0.015
H 0.002 0.016 -0.017
H -0.001 -0.004 -0.004
H -0.012 0.003 0.007
H -0.010 -0.028 0.013
H -0.016 0.004 -0.034
H 0.002 0.001 0.008
H -0.005 0.001 0.006
H -0.001 0.015 -0.001

Results
frontier orbital gap = 6.6907 eV
LUMO level = -10.18 eV
HOMO energy = -16.87 eV
total charge = +4

---

Record 6
The following is a quantum chemistry calculation of a 3-piece molecular cluster, C17H40BN2O4 overall, from OMol25.

Element x y z (Å)
O: -1.5280 0.4572 3.0679
O: 3.5481 1.0508 5.8963
O: 1.4714 1.4029 5.2775
O: -0.8968 -0.5180 5.0788
N: -3.4126 -0.5269 -1.9647
N: 3.2967 -0.5127 -0.8759
C: -2.8950 0.2443 -3.0802
C: 1.2607 0.6926 -1.6193
C: -5.4720 -1.2203 -3.1655
C: -4.8572 -0.6471 -1.8974
C: 3.0514 -1.6637 -1.7258
C: 2.7534 0.7522 -1.3378
C: 3.0882 0.7940 3.5678
C: -2.7972 -0.2581 -0.6691
C: 0.4527 1.5290 4.2352
C: 4.6239 -0.4069 -0.3007
C: 5.7803 -0.0087 -1.2276
C: 2.7273 1.0960 5.0059
C: -1.8463 -1.3797 4.5242
C: -3.1190 1.0704 0.0209
C: -2.2500 -0.7428 3.1578
C: -3.3539 1.7034 -3.2247
C: 3.5551 -1.5986 -3.1749
B: -0.3195 0.1528 3.8888
H: -2.6059 1.9126 -0.4442
H: 0.9176 1.9660 3.3467
H: 6.6534 0.2603 -0.6294
H: -4.4287 1.8021 -3.0603
H: 3.4887 -2.5306 -1.2237
H: -3.3247 -0.5540 3.0495
H: 5.5235 0.8555 -1.8425
H: -1.4141 -2.3732 4.3287
H: -4.1911 1.2773 0.0213
H: 2.9282 1.4758 -0.5364
H: 4.1278 0.4843 3.5456
H: -1.8043 0.2131 -3.0089
H: 2.4317 0.0169 3.1778
H: -5.0174 -2.1809 -3.4134
H: -2.7779 1.0216 1.0577
H: 1.0211 0.0331 -2.4553
H: -5.0738 -1.3211 -1.0638
H: -3.1421 2.0583 -4.2361
H: -2.6916 -1.4993 5.2113
H: -1.9332 -1.4209 2.3480
H: 4.6308 -1.7549 -3.2498
H: 4.5621 0.3234 0.5116
H: 0.7213 0.3427 -0.7378
H: 6.0736 -0.8216 -1.8919
H: -2.8483 2.3679 -2.5267
H: 4.8564 -1.3655 0.1716
H: 1.9749 -1.8461 -1.7431
H: 0.4145 -0.6654 3.2521
H: -0.2341 2.2771 4.6356
H: -3.0923 -1.0678 0.0043
H: 0.8934 1.6884 -1.8737
H: -5.3631 0.3024 -1.6576
H: -5.3489 -0.5536 -4.0203
H: -1.7125 -0.3421 -0.7733
H: -6.5433 -1.3704 -3.0209
H: -3.1456 -0.2818 -4.0053
H: 3.0650 -2.3704 -3.7722
H: 2.9513 1.6644 2.9274
H: 3.2718 1.1488 -2.2277
H: 3.3242 -0.6347 -3.6325

Force components x, y, z for each atom (eV/Å):
O 0.017 -0.108 -0.071
O 0.105 0.011 0.072
O 0.019 0.151 0.117
O 0.134 0.000 -0.110
N 0.003 -0.020 -0.021
N 0.031 0.036 -0.101
C 0.060 0.042 -0.052
C -0.060 0.014 0.049
C -0.008 -0.021 0.011
C 0.026 0.002 0.016
C -0.001 -0.021 0.029
C 0.017 -0.015 0.047
C -0.001 -0.061 0.031
C 0.010 0.050 0.179
C 0.081 0.011 -0.025
C -0.020 -0.023 0.081
C 0.012 -0.003 0.012
C -0.152 -0.066 -0.209
C -0.084 0.031 -0.044
C 0.064 -0.022 0.111
C 0.131 0.007 -0.150
C 0.013 -0.008 -0.017
C -0.010 -0.019 0.001
B 0.070 -0.063 -0.030
H -0.032 -0.003 -0.044
H -0.083 0.045 -0.011
H 0.006 -0.011 -0.007
H -0.004 -0.006 -0.022
H -0.001 -0.002 -0.020
H -0.014 0.008 0.092
H -0.004 0.009 0.013
H -0.022 -0.058 0.087
H -0.010 0.005 0.005
H 0.007 0.015 -0.021
H 0.044 -0.037 -0.034
H -0.007 0.020 0.004
H 0.019 -0.044 -0.004
H 0.015 0.013 -0.008
H 0.021 0.033 -0.023
H 0.022 -0.001 -0.013
H -0.018 0.023 0.007
H 0.013 0.003 0.006
H -0.037 0.011 -0.021
H -0.140 -0.048 -0.016
H 0.005 0.040 0.009
H -0.014 0.006 -0.013
H 0.007 -0.013 -0.004
H -0.021 0.004 -0.015
H -0.032 -0.014 0.028
H 0.004 0.011 0.005
H -0.011 0.024 0.004
H -0.106 0.138 0.141
H -0.044 -0.055 0.059
H -0.032 -0.023 -0.046
H -0.005 -0.001 0.013
H 0.019 0.018 -0.015
H -0.003 0.012 0.004
H -0.017 -0.039 -0.098
H 0.005 -0.015 -0.002
H -0.022 -0.036 0.017
H 0.016 -0.010 0.001
H 0.037 0.111 0.034
H 0.004 -0.027 -0.015
H -0.025 -0.009 -0.004

Results
frontier orbital gap = 7.3234 eV
LUMO level = 2.62 eV
HOMO energy = -4.70 eV
total charge = -1
energy above the lowest of the compared OMol25 structures with the same formula, charge and spin = 0.0 kcal/mol

---

no.,E_tot (eV),molecular weight (g mol⁻¹)
1,-7200.09318,68.03
2,-23942.67452,168.63
3,-9871.90898,131.82
4,-29936.30491,139.18
5,-81447.98277,813.45
6,-30126.55141,347.33